[1]
3 unconnected molecules or ions with the total composition C6H14O2, computed with ωB97M-V/def2-TZVPD.

Properties
Net charge: 0
Orbital gap in hartree: 0.3204
Multiplicity: 1
SMILES: C=C(C)C(=C)C.O.O
Maximum force in eV Å⁻¹: 6.28
Energy above the lowest of the compared OMol25 structures with the same formula, charge and spin in kcal per mole: 92.4
HOMO in eV: -8.21
E_tot in eV: -10540.6111

Each line ends with the Mulliken charge.
Geometry (Å):
C: 2.4034 -0.8075 0.2489  -0.900
C: 1.9987 0.1433 -0.5838  0.639
C: 2.6626 0.0370 -1.9393  -1.219
C: 1.0130 1.0624 -0.1475  0.852
C: 0.4807 1.2082 1.1256  -1.253
C: 0.4483 1.9811 -1.1751  -1.354
H: 1.7565 -1.2314 1.1746  0.228
H: 3.2735 -1.5187 0.0090  0.272
H: 2.5054 -0.9068 -2.4349  0.310
H: 3.7887 0.1673 -1.7086  0.321
H: 2.4938 0.8249 -2.7056  0.330
H: -0.4392 1.6895 1.4044  0.286
H: 0.8940 0.9511 1.9560  0.511
H: 0.0252 2.9324 -0.8705  0.391
H: -0.0789 1.3325 -1.9011  0.317
H: 1.2432 2.5451 -1.7974  0.268
O: -4.6610 -0.4249 -3.4516  -0.619
H: -5.5502 -0.3887 -3.7086  0.309
H: -4.5184 -1.2424 -3.0453  0.309
O: -2.3049 -2.3127 5.6823  -0.647
H: -1.4133 -1.8926 5.4637  0.327
H: -2.2923 -3.1084 5.1462  0.319

---

[2]
A molecular structure, C28H24N8O4Rh, computed with ωB97M-V/def2-TZVPD.

Properties
Net charge: +1
Orbital gap (alpha / beta) in hartree: 0.2179 / 0.2178
Multiplicity: 1
Maximum force in eV Å⁻¹: 1.24
Energy above the lowest of the compared OMol25 structures with the same formula, charge and spin in kcal per mole: 0.0
HOMO (alpha / beta) in eV: -10.24 / -10.24
E_tot in eV: -52542.2719

Each line ends with the Mulliken charge.
Geometry (Å):
Rh: -0.3042 -0.1232 -0.0322  -0.234
C: -3.5268 -0.4572 -4.4425  -0.730
C: -2.5223 -1.4054 -4.5598  -1.008
C: -1.3497 -1.2810 -3.8254  0.100
C: -1.1789 -0.2080 -2.9502  -0.173
C: -2.1592 0.7785 -2.8954  -0.447
C: -3.3281 0.6507 -3.6279  -0.675
N: -0.0635 -0.1279 -2.0710  0.161
C: 1.1926 -0.3339 -2.4501  1.175
C: 1.6663 -0.3663 -3.7951  -1.072
C: 2.9942 -0.5382 -4.0313  -0.602
C: 3.9442 -0.6898 -2.9748  -0.728
C: 3.5452 -0.6603 -1.6838  -0.936
C: 2.1659 -0.4708 -1.3990  0.728
N: 1.6320 -0.3956 -0.1649  1.558
N: 2.3246 -0.5746 0.8888  -1.627
C: 1.5742 -0.4432 2.0538  0.214
C: 2.1574 -0.6665 3.2927  -0.594
C: 1.3851 -0.5288 4.4313  -0.410
C: 0.0595 -0.1277 4.3152  -0.833
C: -0.4641 0.0572 3.0516  -0.193
N: 0.2629 -0.1340 1.9501  0.248
H: -4.4480 -0.5712 -4.9977  0.453
H: -2.6508 -2.2542 -5.2191  0.423
H: -0.5679 -2.0267 -3.9142  0.585
H: -1.9728 1.6638 -2.3026  0.639
H: -4.0862 1.4215 -3.5676  0.486
H: 0.9716 -0.2326 -4.6113  0.515
H: 3.3443 -0.5532 -5.0556  0.436
H: 4.9910 -0.8208 -3.2098  0.420
H: 4.2466 -0.7607 -0.8678  0.497
H: 3.1999 -0.9487 3.3222  0.566
H: 1.8061 -0.7386 5.4053  0.428
H: -0.5577 0.0319 5.1869  0.457
H: -1.4976 0.3443 2.9082  0.452
C: -3.7406 -1.8674 0.1678  -1.261
C: -3.5169 -0.3994 0.1846  -0.068
N: -2.3579 0.2448 0.2193  1.044
C: -2.6331 1.5827 0.2181  -0.667
C: -3.9764 1.7697 0.1802  0.275
N: -4.5109 0.5073 0.1618  -0.018
C: -4.9003 2.9364 0.0951  0.447
O: -4.3538 4.1255 0.1012  -0.527
O: -6.0831 2.7163 0.0117  -0.602
C: -1.5082 2.5333 0.1922  1.199
O: -1.7389 3.7379 0.2131  -0.860
O: -0.3433 1.9878 0.1218  -0.330
H: -2.7982 -2.3871 0.2940  0.000
H: -4.1933 -2.1694 -0.7782  0.325
H: -4.4199 -2.1586 0.9695  0.480
H: -5.5104 0.3547 0.1330  0.281
H: -3.3570 4.0855 0.1700  0.440
N: 0.2142 -6.4314 -0.0605  -0.438
C: 0.0366 -5.0981 -0.0027  0.920
C: 0.2510 -4.3757 1.1837  -0.960
C: 0.0549 -3.0199 1.1987  -0.519
N: -0.3503 -2.3220 0.1252  1.041
C: -0.5660 -3.0085 -1.0107  -1.198
C: -0.3872 -4.3615 -1.1227  -1.140
H: 0.4930 -6.9504 0.7521  0.195
H: 0.0460 -6.9354 -0.9120  0.197
H: 0.5685 -4.8844 2.0840  0.386
H: 0.1997 -2.4690 2.1154  0.416
H: -0.9236 -2.4355 -1.8521  1.235
H: -0.5826 -4.8565 -2.0647  0.428

---

[3]
A molecular structure, C3H6O3Tm, computed with ωB97M-V/def2-TZVPD.

Properties
Net charge: +1
Orbital gap (alpha / beta) in hartree: 0.2804 / 0.2820
Multiplicity: 3
Maximum force in eV Å⁻¹: 3.47
Energy above the lowest of the compared OMol25 structures with the same formula, charge and spin in kcal per mole: 0.0
HOMO (alpha / beta) in eV: -13.04 / -13.03
E_tot in eV: -38873.1616

Each line ends with the Mulliken charge.
Geometry (Å):
O: -0.1067 0.5898 -2.7171  -0.510
C: -1.2051 0.0621 -2.8886  0.084
H: -1.5092 -0.2900 -3.8888  0.280
H: -2.0187 0.2034 -2.1548  0.254
O: 1.4245 1.2650 0.9948  -0.621
C: 0.4739 0.6147 1.7914  -0.330
C: 0.3565 -0.8809 1.4329  -0.335
O: 0.2848 -1.0812 0.0445  -0.603
Tm: 1.3945 0.4491 -0.9395  1.641
H: -0.5311 1.0765 1.6609  0.247
H: 0.7202 0.6974 2.8705  0.323
H: -0.5313 -1.3021 1.9495  0.299
H: 1.2477 -1.4038 1.8444  0.272

---

[4]
C4H11NO2 in the gas phase, computed with ωB97M-V/def2-TZVPD.

Properties
Net charge: 0
Orbital gap in hartree: 0.3609
Multiplicity: 1
SMILES: N[C@@H](CO)CCO
Maximum force in eV Å⁻¹: 3.31
Energy above the lowest of the compared OMol25 structures with the same formula, charge and spin in kcal per mole: 62.3
HOMO in eV: -9.01
E_tot in eV: -9909.5413

Each line ends with the Mulliken charge.
Geometry (Å):
N: -0.9021 1.2020 0.3404  -0.615
C: 0.0892 0.4121 -0.2935  0.143
C: 1.4624 1.1616 -0.4864  -0.575
O: 1.4324 1.8311 -1.8177  -0.525
C: 0.5648 -0.9178 0.3431  -0.545
C: -0.6823 -1.5632 0.9024  -0.701
O: -1.7466 -1.5370 -0.1274  -0.514
H: -0.7873 2.1502 0.2779  0.206
H: -1.8813 0.9971 0.1118  0.225
H: -0.3528 0.1668 -1.2442  0.293
H: 1.7332 1.7807 0.3530  0.401
H: 2.3054 0.4559 -0.5931  0.315
H: 0.5368 2.0384 -1.9219  0.317
H: 0.9377 -1.7757 -0.4503  0.249
H: 1.3163 -0.6911 1.1880  0.278
H: -0.5326 -2.6031 1.2698  0.414
H: -1.0053 -1.1775 1.8902  0.351
H: -2.4880 -1.9307 0.2577  0.283

---

[5]
12 unconnected molecules or ions with the total composition C12H48N24O12, computed with ωB97M-V/def2-TZVPD.

Properties
Net charge: -1
Orbital gap (alpha / beta) in hartree: 0.0615 / 0.2633
Multiplicity: 2
Maximum force in eV Å⁻¹: 9.83
Energy above the lowest of the compared OMol25 structures with the same formula, charge and spin in kcal per mole: 72.1
HOMO (alpha / beta) in eV: -0.46 / -5.97
E_tot in eV: -73561.0741

Each line ends with the Mulliken charge.
Geometry (Å):
C: -3.3655 0.7014 4.3150  0.437
O: -4.2492 0.9694 5.1171  -0.758
N: -3.3467 1.1967 3.1014  -0.031
N: -2.4160 -0.1669 4.5310  -0.082
H: -4.0349 1.9026 2.8821  0.099
H: -2.7476 0.8691 2.3572  0.081
H: -2.3083 -0.8435 5.2731  0.198
H: -1.6501 -0.1359 3.8733  0.007
C: 4.5049 0.3860 1.9168  0.538
O: 5.1193 -0.3719 1.1930  -0.656
N: 4.8015 0.5412 3.2012  -0.392
N: 3.4259 1.0635 1.5644  -0.100
H: 5.5031 -0.1029 3.5373  0.270
H: 4.4545 1.3838 3.6367  0.207
H: 3.1959 1.6384 2.3624  0.128
H: 3.1121 1.3127 0.6373  0.049
C: -0.7238 -4.0859 3.2340  0.299
O: 0.1424 -4.1386 4.0942  -0.676
N: -0.9679 -3.2395 2.2514  -0.005
N: -1.7005 -4.9037 3.2204  -0.348
H: -0.2777 -2.5045 2.3121  -0.184
H: -1.8264 -3.0401 1.7581  0.297
H: -2.2644 -4.9359 2.3831  0.153
H: -1.6926 -5.6908 3.8532  0.258
C: 3.5990 -3.9801 1.4768  0.631
O: 3.4499 -5.1800 1.2453  -0.729
N: 4.7019 -3.3040 1.8292  -0.254
N: 2.7025 -3.0933 1.5162  -0.036
H: 4.6092 -2.3197 2.0361  0.035
H: 5.6228 -3.7144 1.8893  0.188
H: 1.9049 -3.3071 0.9347  0.108
H: 3.0250 -2.1450 1.6456  -0.082
C: 0.1038 0.3701 -0.5013  -0.321
O: 0.6278 0.7851 -1.5160  -0.530
N: -1.1568 0.5924 -0.1062  0.637
N: 0.6401 -0.5840 0.2129  0.443
H: -1.6602 -0.0807 0.4540  0.381
H: -1.6926 0.9788 -0.8702  -0.343
H: 1.5749 -0.7104 -0.1481  0.188
H: 0.2738 -0.7773 1.1340  -0.362
C: 4.8520 1.1397 -2.6935  0.846
O: 5.7268 0.4744 -3.2024  -0.748
N: 3.6515 1.3150 -3.0091  0.041
N: 5.0085 1.6360 -1.5616  -0.401
H: 3.1139 1.9739 -2.4641  -0.066
H: 3.1506 0.8932 -3.7781  -0.101
H: 4.3656 2.3153 -1.1804  0.216
H: 5.7950 1.2584 -1.0527  0.166
C: 1.2445 1.0626 -5.4968  0.470
O: 1.5356 2.1212 -5.0547  -0.702
N: 1.6435 0.5220 -6.5647  -0.464
N: 0.4773 0.2625 -4.8682  -0.005
H: 2.3654 1.0104 -7.0750  0.237
H: 1.2485 -0.3289 -6.9388  0.167
H: 0.4924 0.4002 -3.8677  0.014
H: 0.3415 -0.6707 -5.2299  0.173
C: -2.6105 -0.7439 -3.2096  -2.452
O: -2.8730 0.2925 -2.6777  0.596
N: -3.3757 -1.3460 -4.0852  -0.232
N: -1.4919 -1.4978 -2.9777  0.194
H: -4.2664 -0.9230 -4.3040  0.445
H: -3.0283 -2.2231 -4.4459  0.304
H: -0.7684 -1.1762 -2.3506  0.044
H: -1.1942 -2.3274 -3.4709  0.347
C: -3.9564 -1.6201 0.9061  -4.067
O: -2.8126 -1.2467 1.2287  2.312
N: -5.0830 -0.9723 0.8052  0.083
N: -4.1612 -2.8150 0.3890  -0.460
H: -5.8118 -1.2958 0.1853  0.612
H: -5.2284 -0.1563 1.3824  0.206
H: -4.7726 -2.8583 -0.4137  0.384
H: -3.4874 -3.5503 0.5485  0.281
C: 1.1353 -0.4521 3.6564  0.430
O: 0.2200 -0.7733 2.9647  0.102
N: 1.9812 -1.2021 4.2796  -0.358
N: 1.2855 0.8320 4.0477  -0.544
H: 1.7961 -2.1891 4.1719  0.244
H: 2.7859 -0.7358 4.6733  0.171
H: 1.9585 1.0057 4.7804  0.143
H: 0.7104 1.4972 3.5508  0.276
C: -3.4928 3.3869 -0.6212  0.606
O: -2.7704 4.1824 -1.0924  -0.736
N: -3.9235 2.2639 -1.2140  -0.224
N: -3.9542 3.6867 0.5527  -0.373
H: -3.4702 1.7715 -1.9704  0.280
H: -4.6547 1.7285 -0.7681  0.131
H: -4.7566 3.1925 0.9161  0.190
H: -3.6158 4.5462 0.9610  0.206
C: -0.2269 4.7855 -3.1911  0.489
O: -0.6509 5.9387 -3.0962  -0.828
N: -0.6911 3.8017 -2.5583  -0.124
N: 0.7084 4.5648 -4.0638  -0.262
H: -1.4364 3.9505 -1.8931  0.375
H: -0.1049 2.9808 -2.5077  0.096
H: 1.0534 3.6349 -4.2545  0.314
H: 1.0094 5.3421 -4.6341  0.211

---

[6]
7 unconnected molecules or ions with the total composition C26H39F15N2O12, computed with ωB97M-V/def2-TZVPD.

Properties
Net charge: 0
Orbital gap in hartree: 0.3490
Multiplicity: 1
SMILES: CCOC(=O)C(F)(F)F.CCOC(=O)C(F)(F)F.CCOC(=O)C(F)(F)F.CCOC(=O)C(F)(F)F.CCOC(=O)C(F)(F)F.CN(C)C=O.CN(C)C=O
Maximum force in eV Å⁻¹: 2.98
Energy above the lowest of the compared OMol25 structures with the same formula, charge and spin in kcal per mole: 0.0
HOMO in eV: -8.97
E_tot in eV: -95907.7274

Each line ends with the Mulliken charge.
Geometry (Å):
C: 6.3516 -5.6132 -4.1694  -1.160
C: 5.9684 -4.9959 -2.7985  -0.225
O: 5.4732 -3.7071 -2.9789  -0.191
C: 5.3037 -2.9110 -1.9157  0.127
O: 5.7212 -3.1315 -0.8112  -0.536
C: 4.4084 -1.7064 -2.2381  1.173
F: 3.3825 -1.7495 -1.3883  -0.257
F: 4.9952 -0.5221 -1.9783  -0.280
F: 3.9598 -1.6989 -3.4690  -0.257
H: 6.9043 -4.9308 -4.8139  0.323
H: 5.5082 -6.0086 -4.7344  0.314
H: 6.9876 -6.4749 -3.9620  0.362
H: 6.8032 -5.0180 -2.0973  0.315
H: 5.2097 -5.6562 -2.3718  0.289
C: -2.1860 4.4444 -1.3111  -1.377
C: -2.4253 3.4524 -0.1601  0.063
O: -3.5331 2.6540 -0.5704  0.163
C: -4.7950 3.1009 -0.3500  0.243
O: -5.0470 4.1737 0.1437  -0.546
C: -5.8578 2.1542 -0.9700  0.885
F: -5.4528 0.9409 -1.2293  -0.137
F: -7.0142 2.1499 -0.2877  -0.273
F: -6.1746 2.7621 -2.1401  -0.298
H: -2.2869 3.9816 -2.2909  0.111
H: -1.1879 4.8697 -1.2061  0.391
H: -2.9595 5.2074 -1.2166  0.453
H: -2.5543 3.9002 0.8233  0.503
H: -1.5973 2.7461 -0.1826  -0.182
C: 6.3531 -0.0054 6.4696  -0.997
C: 5.0265 -0.6646 6.1491  -0.322
O: 4.8099 -0.6941 4.7136  -0.213
C: 4.1502 0.3453 4.1834  0.119
O: 3.9308 1.3989 4.7291  -0.536
C: 3.4877 0.0335 2.8276  1.137
F: 3.8201 -1.1874 2.4374  -0.294
F: 2.1769 0.1003 2.9884  -0.275
F: 3.8564 0.8822 1.8424  -0.246
H: 6.4108 1.0057 6.0699  0.317
H: 7.2047 -0.6325 6.2168  0.293
H: 6.3000 0.1113 7.5552  0.334
H: 4.1892 -0.1939 6.6603  0.363
H: 5.1151 -1.7170 6.4137  0.296
C: -2.3761 -0.0734 3.7091  -1.482
C: -3.1201 0.3396 2.4626  0.976
O: -4.5324 0.3973 2.7086  -0.367
C: -5.3361 -0.6468 2.6253  0.401
O: -5.0346 -1.8076 2.4387  -0.577
C: -6.7965 -0.1193 2.6285  0.910
F: -7.1682 -0.0301 1.3564  -0.215
F: -7.5950 -0.8833 3.3461  -0.251
F: -6.8027 1.1025 3.1836  -0.257
H: -2.5809 0.5505 4.5798  0.385
H: -1.2950 -0.0632 3.5698  0.258
H: -2.6527 -1.1101 3.9064  0.374
H: -2.9540 -0.5143 1.8060  -0.173
H: -2.8028 1.3177 2.1125  -0.060
C: -4.1244 0.3227 -4.2718  -1.375
C: -2.9370 1.1696 -3.8845  0.573
O: -1.7125 0.4208 -4.1095  -0.299
C: -0.5642 0.8072 -3.4686  0.221
O: -0.4922 1.6273 -2.5881  -0.425
C: 0.6598 0.0167 -3.8794  0.910
F: 0.7615 -0.0437 -5.2010  -0.271
F: 1.6911 0.6711 -3.2905  -0.174
F: 0.5507 -1.2018 -3.3493  -0.193
H: -4.0147 -0.7181 -3.9669  0.313
H: -4.2485 0.2814 -5.3552  0.421
H: -5.0494 0.6997 -3.8385  0.288
H: -3.0252 1.3758 -2.8153  -0.371
H: -2.8522 2.1436 -4.3650  0.450
C: 2.4973 2.2082 -0.8768  -0.730
N: 1.4312 2.1584 0.1247  0.521
C: 1.4533 3.3442 1.0617  -1.035
C: 0.5234 1.1691 0.2521  0.459
O: -0.2914 1.0927 1.1342  -0.579
H: 3.4459 2.5687 -0.4851  0.407
H: 2.0966 2.7833 -1.7140  0.328
H: 2.7423 1.2512 -1.3374  -0.130
H: 0.7756 4.0760 0.6248  0.231
H: 1.1432 3.0089 2.0492  0.318
H: 2.4875 3.6756 1.0996  0.365
H: 0.7207 0.2836 -0.3769  -0.103
C: -2.6770 -0.9983 -0.9902  -0.535
N: -2.0242 -2.1737 -0.4249  0.205
C: -0.6744 -2.5177 -0.8589  -0.912
C: -2.6479 -2.8694 0.5688  0.299
O: -2.1886 -3.8676 1.1019  -0.668
H: -2.8618 -1.0738 -2.0631  0.567
H: -2.0130 -0.1583 -0.7751  -0.174
H: -3.6628 -0.8617 -0.5482  0.046
H: -0.3174 -3.4984 -0.5513  0.344
H: -0.7388 -2.5161 -1.9464  0.332
H: 0.0973 -1.8328 -0.5019  0.152
H: -3.6493 -2.4802 0.8018  0.327